C6H9NO3S | wB97M-V/def2-TZVPD

energy: -912.67747 a.u.
F_max: 3.1 eV Å⁻¹
net charge: 0
SMILES string: O=C1N[C@@H]2CCCO[C@]2(O)S1
spin multiplicity: 1

Last column: Löwdin charge in e.
Geometry (Å):
1 O 2.842 -2.455 -0.444  0.04
2 C 1.819 -1.849 -0.324  -0.69
3 N 1.241 -0.816 -0.986  0.07
4 C -0.130 -0.482 -0.836  -0.31
5 C -0.329 1.039 -1.077  -0.09
6 C 0.178 1.783 0.152  -0.15
7 C -0.461 1.164 1.369  -0.23
8 O -0.190 -0.167 1.618  -0.08
9 C -0.541 -0.977 0.505  -0.75
10 O -1.887 -1.333 0.478  0.02
11 S 0.466 -2.514 0.772  1.07
12 H 1.571 -0.401 -1.830  0.15
13 H -0.699 -1.092 -1.426  0.13
14 H -1.445 1.039 -1.170  0.14
15 H 0.025 1.417 -2.053  0.12
16 H 1.262 1.838 0.350  0.13
17 H -0.200 2.743 0.264  0.09
18 H 0.011 1.609 2.197  0.12
19 H -1.491 1.403 1.259  0.12
20 H -2.044 -1.949 1.179  0.09

Atoms 1-2, force components in eV/Å:
0.4 0.9 -0.3
-1.8 -1.5 0.4

=====

C6H9NO4 | wB97M-V/def2-TZVPD

energy: -589.58885 a.u.
F_max: 4.8 eV Å⁻¹
net charge: 0
SMILES string: CCCCC(=O)C(=O)[N+](=O)[O-]
spin multiplicity: 1

Last column: Löwdin charge in e.
Geometry (Å):
1 C -0.037 -1.761 1.004  -0.10
2 C -0.798 -0.451 1.210  -0.29
3 C -0.179 0.625 0.345  -0.24
4 C -0.768 1.963 0.654  -0.14
5 C -0.299 2.917 -0.458  -0.23
6 O 0.825 2.932 -0.943  0.12
7 C -1.428 3.813 -1.251  -0.22
8 O -2.603 3.723 -1.255  0.21
9 N -0.702 4.777 -2.105  -0.39
10 O -0.267 5.761 -1.649  0.17
11 O -0.785 4.423 -3.280  0.11
12 H -0.146 -2.028 -0.088  0.10
13 H -0.278 -2.449 1.708  0.03
14 H 1.050 -1.470 1.137  0.09
15 H -0.726 -0.206 2.269  0.11
16 H -1.876 -0.513 0.984  0.12
17 H 0.937 0.611 0.367  0.13
18 H -0.505 0.461 -0.791  0.17
19 H -0.245 2.381 1.498  0.13
20 H -1.838 2.077 0.760  0.12

Atoms 1-2, force components in eV/Å:
1.7 3.2 -3.1
0.1 -0.5 0.0

=====

C6H9NOS | wB97M-V/def2-TZVPD

energy: -762.04604 a.u.
F_max: 2.2 eV Å⁻¹
net charge: 0
spin multiplicity: 1

Last column: Löwdin charge in e.
Geometry (Å):
1 C -0.777 -0.404 0.886  -0.31
2 C 0.662 0.134 0.667  -0.21
3 C 1.086 -0.682 -0.448  -0.27
4 C 1.248 1.238 1.139  0.07
5 C -1.923 0.570 0.377  -0.44
6 C 2.096 -0.448 -1.512  0.00
7 N -0.822 -1.634 0.134  0.03
8 O 0.227 -1.645 -0.648  0.01
9 S -3.341 0.012 -0.774  0.65
10 H -0.971 -0.623 1.938  0.14
11 H 2.205 1.550 0.753  0.06
12 H 0.805 1.833 1.914  0.06
13 H -2.426 0.978 1.250  0.05
14 H -1.473 1.385 -0.185  0.06
15 H 3.070 -0.180 -1.115  0.08
16 H 2.176 -1.342 -2.125  0.09
17 H 1.753 0.369 -2.154  0.09
18 H -3.596 -1.110 -0.097  -0.17

Atoms 1-2, force components in eV/Å:
0.2 0.3 -0.1
-1.3 -0.7 -1.6

=====

> What is the energy in the first record?

-912.67747 a.u.

=====

> The lowest F_max belongs to which entry?

C6H9NOS

=====

> Which of these has the lowest energy?

C6H9NO3S